Entry from the Open Molecules 2025 dataset: a molecular structure, C6H7NO2 (ωB97M-V/def2-TZVPD).

- relative energy (zero: lowest compared OMol25 entry of this formula, charge and spin) (kcal/mol) = 96.0
- LUMO (hartree) = 0.027
- total charge = 0
- Kohn-Sham gap (eV) = 10.7

```
16
Properties=species:S:1:pos:R:3:forces:R:3:lowdin_charge:R:1
O 1.63720 -1.32668 2.26461 -1.575 -1.163 0.945 0.07
C -2.60469 2.79743 -1.59759 -0.528 -0.562 -0.825 0.12
C -1.56807 2.28070 -1.26091 -1.401 1.869 -0.703 -0.11
O -0.45279 0.57831 -0.32179 0.669 -4.587 1.321 -0.09
C 0.47052 -1.00228 2.06936 6.456 0.004 -0.566 -0.50
N 0.14550 0.30945 2.00962 -1.038 1.938 0.806 0.15
C -0.35150 1.90368 -0.60337 -0.514 1.132 1.781 -0.27
C -0.55565 -1.48023 1.14743 -0.504 -2.759 -0.672 0.01
C -0.79403 0.03296 0.97972 -1.540 0.640 -2.805 -0.29
H -3.54958 3.05683 -2.08168 0.895 -0.062 0.601 0.04
H 0.89263 0.94593 1.77762 0.209 0.132 0.470 0.15
H 0.54599 2.02800 -1.18700 0.274 0.520 -0.186 0.13
H -0.35741 2.49866 0.34777 0.610 -0.067 -0.702 0.15
H -1.27860 -2.10225 1.71361 -0.331 0.682 -0.770 0.13
H -0.09583 -2.16075 0.33919 -0.775 1.524 1.011 0.17
H -1.80978 0.26920 1.18617 -0.906 0.759 0.297 0.14
```
Forces are in eV/Å.

Entry from the Open Molecules 2025 dataset: 11 unconnected molecules or ions with the total composition C31H20Cl24F40O5 (ωB97M-V/def2-TZVPD).

- relative energy (zero: lowest compared OMol25 entry of this formula, charge and spin) (kcal/mol) = 38.2
- LUMO (hartree) = -0.004
- total charge = 0
- Kohn-Sham gap (eV) = 11.0
- structure (SMILES) = FC(F)C(F)(F)COC(F)(F)C(F)F.FC(F)C(F)(F)COC(F)(F)C(F)F.FC(F)C(F)(F)COC(F)(F)C(F)F.FC(F)C(F)(F)COC(F)(F)C(F)F.FC(F)C(F)(F)COC(F)(F)C(F)F.ClC(Cl)(Cl)Cl.ClC(Cl)(Cl)Cl.ClC(Cl)(Cl)Cl.ClC(Cl)(Cl)Cl.ClC(Cl)(Cl)Cl.ClC(Cl)(Cl)Cl

```
120
Properties=species:S:1:pos:R:3:forces:R:3:lowdin_charge:R:1
C 1.47225 -1.43072 7.49266 2.430 0.904 2.226 -0.01
C 1.45374 -1.63366 6.04204 0.148 -0.407 -1.831 -0.48
C 2.32998 -0.66665 5.19437 0.334 0.297 0.108 -0.28
F 3.62936 -1.04139 5.34780 -0.127 0.092 0.275 0.09
F 2.06782 -0.73343 3.86954 -0.356 -0.434 0.352 0.08
F 1.87420 -2.91376 5.75048 -0.103 0.339 0.382 0.10
F 0.19287 -1.56038 5.64189 -1.442 0.201 -1.091 0.10
O 1.68031 -0.00896 7.90439 -0.493 -1.782 0.397 0.02
C 0.50219 0.63220 8.24018 2.500 0.026 -0.985 -0.58
C 0.92892 2.02662 8.78149 0.416 0.139 0.367 -0.28
F 1.80092 2.64952 7.94142 -0.229 -0.655 0.025 0.10
F -0.12760 2.82324 8.89651 -1.175 0.390 -0.134 0.08
F -0.17924 0.70998 7.11106 -1.578 0.716 -0.668 0.17
F -0.21131 -0.06441 9.11853 -0.439 0.109 0.630 0.17
H 2.40238 -1.92701 7.76954 0.115 0.220 0.487 0.15
H 0.69422 -1.93492 8.06586 -0.296 0.288 -0.481 0.16
H 2.20816 0.36673 5.51899 0.004 -0.012 0.002 0.16
H 1.36729 1.97904 9.77832 0.331 -0.479 -0.089 0.17
C 4.55852 4.14888 -3.73607 0.510 1.001 0.402 -0.06
C 4.74462 4.50258 -5.22632 -0.292 -1.846 0.625 -0.45
C 4.37660 3.26673 -6.07575 -3.499 0.503 -0.950 -0.37
F 4.63332 3.41104 -7.37907 1.130 0.739 -0.881 0.11
F 4.82487 2.09212 -5.70483 1.991 -1.261 1.250 0.13
F 3.93793 5.51625 -5.58053 0.023 0.160 -0.157 0.14
F 6.01777 4.82545 -5.47222 0.569 0.468 0.183 0.14
O 3.21668 3.82362 -3.50609 -2.454 -1.162 -0.055 0.04
C 2.85722 3.63794 -2.17811 -0.469 0.478 -1.559 -0.59
C 1.40394 3.25112 -1.88215 -1.715 2.022 -1.498 -0.33
F 1.01986 2.09975 -2.39454 0.397 -1.859 -0.903 0.11
F 1.12818 3.19626 -0.57895 0.721 0.117 0.826 0.09
F 3.60082 2.72224 -1.65856 2.022 -1.899 1.416 0.18
F 3.04668 4.78585 -1.53857 0.326 1.162 0.997 0.17
H 4.70291 5.02301 -3.10113 0.960 0.202 -0.333 0.15
H 5.23200 3.33353 -3.47200 0.050 0.027 -0.021 0.15
H 3.29837 3.10735 -6.06580 -0.414 0.756 0.521 0.17
H 0.74393 3.99433 -2.32949 0.076 0.435 0.021 0.18
C 5.81769 3.18083 2.30049 1.242 0.661 1.474 -0.05
C 5.13657 1.98364 1.70873 -0.190 1.719 -0.020 -0.49
C 3.63048 1.98922 1.92556 -2.267 -1.916 -1.913 -0.35
F 3.11647 1.80272 3.14758 1.066 0.079 1.073 0.11
F 2.98299 3.04268 1.42114 0.487 1.975 -0.207 0.10
F 5.33945 2.00397 0.35319 -0.239 -0.020 0.193 0.10
F 5.60729 0.83957 2.14927 0.632 -1.013 0.890 0.11
O 7.22330 2.96810 2.30376 2.069 0.979 0.505 0.00
C 8.00131 3.68866 3.29403 -1.409 -0.943 -2.304 -0.49
C 9.47987 3.54263 2.82836 -0.391 -1.631 0.509 -0.31
F 9.74613 3.98641 1.58041 -0.602 0.015 0.597 0.11
F 10.30084 4.13261 3.69356 0.301 1.021 0.501 0.11
F 7.62502 4.96020 3.38477 -0.177 0.520 -0.116 0.17
F 7.78318 3.14500 4.51096 0.483 -0.023 -0.291 0.15
H 5.64774 3.32880 3.36694 -1.351 -0.136 -0.068 0.15
H 5.53402 4.07041 1.73811 0.012 -0.008 -0.030 0.15
H 3.23094 1.19860 1.29043 0.421 -0.767 0.155 0.12
H 9.67825 2.47660 2.93934 0.089 -0.238 -0.679 0.17
C -7.84976 -4.30075 -4.23638 -1.853 0.032 1.042 -0.07
C -7.01368 -3.03387 -4.34107 -0.035 -2.683 -0.271 -0.51
C -5.57679 -3.31942 -4.77000 0.549 3.729 -0.669 -0.40
F -4.99481 -4.14105 -3.97609 0.931 -2.577 2.507 0.14
F -5.34100 -3.75222 -6.00986 -0.987 -0.292 -1.089 0.10
F -7.59027 -2.16414 -5.13019 -0.550 1.104 -1.805 0.17
F -7.00640 -2.44879 -3.13250 0.539 -0.164 0.877 0.14
O -7.99463 -5.05290 -5.42953 -1.030 -0.604 -1.210 0.03
C -9.32900 -5.38567 -5.81177 1.857 0.427 0.971 -0.50
C -9.32735 -6.22470 -7.10428 2.209 -0.055 -2.341 -0.31
F -8.65896 -7.40913 -7.09278 -0.065 -0.082 1.385 0.09
F -10.51453 -6.47383 -7.62366 -2.047 -0.176 0.737 0.12
F -9.94968 -5.96626 -4.78007 -0.264 -0.468 0.070 0.16
F -10.01039 -4.26786 -6.08490 -0.306 0.379 -0.194 0.16
H -8.81742 -3.92274 -3.90647 -0.272 0.099 -0.139 0.14
H -7.56602 -4.93255 -3.39471 0.671 -0.074 -0.260 0.15
H -5.07164 -2.36001 -4.65840 0.206 0.437 -0.202 0.16
H -8.83537 -5.70916 -7.92906 0.474 0.976 0.611 0.17
C -0.76822 -0.15267 -0.69340 1.757 0.963 0.477 -0.04
C -1.88904 -0.45356 -1.66025 -0.792 -1.553 0.644 -0.52
C -2.64674 -1.72068 -1.27737 -1.335 0.361 2.541 -0.39
F -3.65221 -2.16677 -2.04493 -0.359 0.757 -1.168 0.10
F -1.81825 -2.70704 -1.13930 2.885 -2.417 -0.480 0.02
F -2.72716 0.53390 -1.64480 -2.429 2.603 0.777 0.14
F -1.53831 -0.50929 -2.94006 1.803 -0.695 -1.109 0.11
O -1.27770 0.14425 0.65263 -0.524 -0.284 -0.190 -0.02
C -0.39271 0.26476 1.72870 -1.298 -0.863 -2.151 -0.54
C -1.07225 0.86778 2.97167 -1.321 3.989 -1.331 -0.35
F -2.38118 0.57391 3.06010 -0.537 -2.361 0.533 0.04
F -0.39288 0.78293 4.10346 0.444 -1.592 0.739 0.12
F 0.07271 -0.95280 1.97865 0.774 -0.407 0.652 0.08
F 0.59940 1.06739 1.31572 0.870 0.190 0.599 0.14
H -0.26601 0.72807 -1.09363 -0.327 0.375 0.084 0.11
H 0.04520 -0.87527 -0.75884 -0.422 -0.619 0.573 0.09
H -3.02079 -1.66644 -0.25500 -0.685 1.214 0.041 0.14
H -1.24500 1.93965 2.87496 1.308 0.376 -0.999 0.09
C -1.50648 -1.61892 -7.31261 0.796 -0.430 -0.160 -1.97
Cl -0.75457 -3.23147 -7.04831 -0.196 0.516 0.072 0.47
Cl -1.25252 -0.59960 -5.88999 -0.277 -0.251 -0.198 0.54
Cl -0.58811 -0.84924 -8.68045 -1.013 -0.361 0.444 0.48
Cl -3.24070 -1.91016 -7.59352 0.692 0.534 -0.196 0.54
C -3.38512 3.47923 5.54968 0.740 -0.372 0.956 -2.07
Cl -2.46542 3.92126 4.12798 -0.209 0.220 -0.517 0.57
Cl -3.59542 1.73173 5.62143 -0.078 -0.156 -0.100 0.56
Cl -2.42282 3.97558 6.96036 0.205 -0.011 0.190 0.52
Cl -4.92046 4.25697 5.68642 -0.717 0.418 -0.465 0.57
C -0.31204 -5.45942 -3.32214 -0.653 -0.411 -0.434 -1.97
Cl 0.93210 -4.42978 -2.64475 0.225 -0.326 0.129 0.52
Cl -1.78931 -4.47085 -3.45915 0.089 -0.737 0.225 0.56
Cl 0.08627 -5.97949 -4.98184 0.295 0.017 0.322 0.49
Cl -0.54365 -6.98865 -2.34262 0.035 1.307 -0.411 0.49
C -3.66121 3.68324 0.13955 -0.027 0.411 -0.750 -2.01
Cl -2.00051 3.10950 0.31247 -0.029 0.273 -0.155 0.61
Cl -3.71639 5.43952 0.51275 -0.050 -0.630 -0.050 0.51
Cl -4.24676 3.42026 -1.53853 0.410 0.266 0.293 0.52
Cl -4.70521 2.76622 1.17159 -0.305 -0.126 0.665 0.56
C -1.97498 -4.41807 2.40292 -0.830 0.137 -0.687 -1.88
Cl -3.49871 -3.80284 1.63338 0.367 -0.394 0.246 0.50
Cl -1.54584 -3.15451 3.60782 0.503 -1.014 -0.813 0.56
Cl -2.32733 -5.97718 3.21787 0.390 0.826 -0.370 0.52
Cl -0.83677 -4.70890 0.98869 -0.398 0.378 1.658 0.49
C 3.37020 -1.88825 -0.27408 -0.185 0.212 -0.317 -1.97
Cl 4.56148 -1.42297 0.92973 0.095 -0.213 -0.405 0.62
Cl 2.87489 -0.42480 -1.22273 0.168 -0.487 0.383 0.56
Cl 3.99153 -3.09591 -1.42205 0.031 0.270 0.323 0.53
Cl 1.98040 -2.53683 0.58154 -0.062 -0.172 -0.252 0.57
```
Forces are in eV/Å.

The strongest force on any atom results, record by record, are as follows: 6.5, 4.4 eV/Å.